Record 1
Entry from the Open Molecules 2025 dataset: C4H10OS in the gas phase at a distorted geometry (ωB97M-V with the def2-TZVPD basis set).

Computed properties:
Total charge   0
SMILES string   CO[C@H](C)SC
ΔE to the lowest compared entry with this formula, charge and spin   111.6 kJ/mol

Cartesian coordinates (Å):
C: 0.5242 1.8084 1.0107
O: -0.1106 0.5358 0.9158
C: -0.7870 0.2223 -0.2904
C: -1.8592 -0.7782 0.1002
S: 0.4425 -0.2479 -1.6629
C: 1.6257 -1.4117 -0.8797
H: 0.1791 2.1563 1.9961
H: 1.6729 1.8866 0.9670
H: 0.2326 2.4195 0.1398
H: -1.1784 1.2599 -0.6244
H: -1.3279 -1.7013 0.1615
H: -2.6524 -0.7892 -0.6098
H: -2.3169 -0.4790 1.0424
H: 2.1643 -0.9702 -0.0077
H: 1.0062 -2.2655 -0.5796
H: 2.3849 -1.6457 -1.6791

=====

Record 2
Entry from the Open Molecules 2025 dataset: a molecular structure, C24H32BaN8O2S3Se2 (ωB97M-V with the def2-TZVPD basis set).

Computed properties:
Total charge   0
ΔE to the lowest compared entry with this formula, charge and spin   20.6 kJ/mol

Cartesian coordinates (Å):
Ba: -0.1545 -0.4142 1.0251
C: -6.0592 -1.7708 1.9904
C: -5.5870 -0.4932 1.4091
N: -6.3099 0.3715 0.7771
N: -5.4256 1.3522 0.4181
C: -4.1623 1.1174 0.8019
S: -2.7908 2.0245 0.5111
N: -4.2745 -0.0712 1.4712
N: -3.1944 -0.7346 2.0338
H: -7.1106 -1.8991 1.7494
H: -5.9417 -1.7765 3.0752
H: -5.4893 -2.6075 1.5836
H: -5.7236 2.1419 -0.1260
H: -3.4032 -0.9795 2.9941
H: -2.9710 -1.5713 1.4786
C: 0.6337 1.4927 5.4440
Se: -0.7895 1.0181 4.2168
C: -1.4630 2.8067 3.8603
C: -0.4819 3.8095 3.2746
Se: 0.4738 3.3101 1.6422
C: 2.2414 3.2072 2.4306
H: 0.2272 2.0449 6.2889
H: 1.4036 2.0795 4.9494
H: 1.0769 0.5676 5.8051
H: -1.8512 3.1987 4.8025
H: -2.3028 2.6494 3.1860
H: 0.2951 4.0468 4.0023
H: -1.0207 4.7359 3.0732
H: 2.4266 4.1096 3.0100
H: 2.9518 3.1518 1.6102
H: 2.3489 2.3058 3.0251
C: 4.0938 0.1898 -0.0950
C: 2.6772 -0.1041 0.3500
O: 1.9711 -0.8852 -0.3369
O: 2.2459 0.4366 1.4093
H: 4.1848 0.0875 -1.1740
H: 4.7590 -0.5399 0.3707
H: 4.4083 1.1796 0.2303
S: -0.1552 1.2668 -6.2631
C: -0.3536 0.9041 -4.5359
C: -0.1182 1.8737 -3.5685
C: -0.2771 1.5265 -2.2397
N: -0.6546 0.3117 -1.8431
C: -0.8953 -0.6082 -2.7718
C: -0.7590 -0.3574 -4.1307
C: 1.5842 1.5888 -6.3235
C: 2.0789 2.3841 -7.3483
C: 3.4487 2.5892 -7.4273
N: 4.3273 2.0829 -6.5699
C: 3.8384 1.3268 -5.5886
C: 2.4935 1.0421 -5.4232
H: 0.1933 2.8721 -3.8436
H: -0.1010 2.2591 -1.4583
H: -1.1814 -1.5896 -2.4076
H: -0.9463 -1.1400 -4.8529
H: 1.4186 2.8468 -8.0697
H: 3.8505 3.2062 -8.2237
H: 4.5624 0.9161 -4.8936
H: 2.1684 0.4122 -4.6067
C: 1.5664 -6.8850 0.9760
C: 1.1299 -5.4958 1.3349
C: 1.8176 -4.7565 2.3037
C: 1.3279 -3.5010 2.5707
N: 0.2482 -3.0161 1.9589
C: -0.3543 -3.7745 1.0226
S: -1.7473 -3.1493 0.1542
N: 0.0714 -5.0112 0.7092
H: 1.2808 -7.5808 1.7677
H: 2.6500 -6.9374 0.8669
H: 1.0875 -7.1965 0.0516
H: 2.6898 -5.1503 2.8055
H: 1.7969 -2.8478 3.2995

=====

Record 3
Entry from the Open Molecules 2025 dataset: C5H11NOS in the gas phase at a distorted geometry (ωB97M-V with the def2-TZVPD basis set).

Computed properties:
Total charge   0
SMILES string   CCC(=O)NCCS
ΔE to the lowest compared entry with this formula, charge and spin   76.1 kJ/mol

Cartesian coordinates (Å):
C: 0.7737 3.0204 -1.0501
C: -0.0430 1.7663 -1.2862
C: -0.6982 1.2715 0.0018
O: -0.8874 1.9818 0.9669
N: -1.0739 -0.0562 0.0385
C: -0.5533 -1.1143 -0.7718
C: 0.8390 -1.6043 -0.3062
S: 0.5555 -2.5637 1.2259
H: 0.9137 3.3239 -0.0145
H: 1.7279 3.0260 -1.5792
H: 0.2646 3.8856 -1.4896
H: 0.5895 1.0479 -1.7955
H: -0.9705 2.0120 -1.8218
H: -1.5378 -0.3500 0.8984
H: -0.4522 -0.8771 -1.8324
H: -1.2563 -1.9508 -0.7300
H: 1.4589 -0.7543 -0.0254
H: 1.3381 -2.1726 -1.0870
H: 1.6435 -2.2340 1.9468

=====

no.,HOMO (eV)
1,-8.6
2,-7.5
3,-9.4